DFT (the ωB97M-V functional and the def2-TZVPD basis) results for the molecule C6H8 at a distorted geometry.

The geometry in XYZ format:
```
14
Properties=species:S:1:pos:R:3:forces:R:3
C 0.930 1.164 -0.173 -0.195 1.331 1.939
C 1.481 -0.141 0.375 -3.903 -3.066 -0.658
C 0.599 -1.213 0.042 3.030 2.905 -0.918
C -0.633 -0.816 -0.748 0.795 0.752 3.437
C -1.441 -0.123 0.399 1.789 -1.198 2.380
C -0.615 0.780 -0.428 0.665 -1.017 -2.250
H 1.083 2.007 0.636 -0.728 -1.488 -1.391
H 1.623 1.528 -1.005 -1.669 -0.522 0.442
H 2.105 -0.272 1.249 0.686 0.256 -0.469
H 0.932 -2.224 0.180 -0.366 -0.452 0.415
H -1.057 -1.572 -1.427 -0.063 1.199 -0.054
H -2.496 -0.105 0.439 -1.127 0.552 -0.949
H -1.144 -0.309 1.467 0.168 -0.166 -1.203
H -1.368 1.296 -1.004 0.918 0.915 -0.720
```
Positions in Å, forces in eV/Å.

Values from the calculation:
HOMO   -8.3125 eV
LUMO   1.24 eV
Structure (SMILES)   C1=C[C@H]2C[C@H]2C1
Gap between HOMO and LUMO   9.55 eV
E_tot   -233.29778 Eh